Density functional theory data (ωB97M-V/def2-TZVPD) for a 12-piece molecular cluster, C37H48Cl22F9NO5 overall in a non-equilibrium geometry.

Geometry as XYZ:
```
122
Properties=species:S:1:pos:R:3:forces:R:3
Cl 4.394 -7.660 4.242 0.02 0.03 -0.05
Cl 3.299 -9.814 0.764 0.06 -0.07 -0.08
Cl 8.919 -8.525 -6.248 0.03 -0.03 0.00
Cl 6.398 -8.433 -1.891 0.34 -0.08 -0.29
Cl -2.780 -8.631 -1.752 -0.08 -0.05 0.01
Cl 8.475 -5.664 -6.711 0.10 0.07 -0.14
Cl 2.829 -6.950 0.371 0.08 0.02 0.02
Cl -3.957 -4.958 -1.758 -0.01 -0.02 0.00
Cl -6.388 -6.559 -2.187 -0.03 -0.01 0.00
Cl -0.647 -7.573 0.564 0.00 0.00 0.06
Cl -2.848 9.058 -1.915 0.06 -0.02 0.00
Cl -3.673 -4.128 2.265 0.06 0.00 -0.02
Cl -7.858 8.359 1.262 0.07 0.00 -0.03
Cl -6.382 -5.244 2.394 -0.01 0.01 0.03
Cl 4.347 3.856 2.728 0.00 0.00 0.02
Cl 6.475 -6.431 -4.030 -0.07 -0.04 0.08
Cl -5.773 9.284 -2.077 0.00 0.02 -0.04
Cl -3.215 -9.825 -4.394 -0.03 -0.02 -0.01
Cl -7.801 7.541 4.078 0.03 -0.02 0.02
Cl 2.405 1.749 2.154 0.16 -0.08 0.23
Cl -0.273 -6.318 3.182 -0.05 0.05 0.05
Cl 2.489 -9.483 5.529 -0.02 0.00 -0.02
F -1.811 7.594 1.242 -0.06 0.15 -0.18
F -5.760 4.506 1.916 -0.09 0.16 -0.25
F -1.212 6.052 2.636 0.09 -0.11 0.03
F -3.640 4.672 3.555 0.17 -0.05 0.07
F -4.917 2.656 2.611 0.01 -0.15 -0.04
F -2.353 3.627 2.168 0.04 -0.16 -0.45
F -4.640 3.227 0.553 -0.05 0.09 -0.27
F -3.816 6.717 2.329 0.01 -0.06 0.03
F -3.890 5.861 0.366 0.26 -0.27 -0.22
O 1.563 6.131 -2.017 0.69 0.56 -0.49
O -2.220 4.031 -0.818 -0.81 -0.25 0.01
O -4.234 -0.653 2.144 -0.61 0.14 -0.11
O 1.553 6.024 2.303 -0.10 -0.19 0.40
O -2.600 0.639 1.380 -0.03 0.10 -0.18
N 3.422 -0.187 -2.219 -0.54 -0.43 0.42
C 2.836 -8.491 4.107 -0.06 0.01 -0.04
C 0.061 3.441 -0.514 0.45 -0.20 -0.23
C 1.062 5.535 -1.107 -0.52 -0.64 0.46
C 2.582 -0.728 -1.283 -0.56 -0.72 0.11
C -3.096 -0.301 2.223 0.01 -0.40 0.19
C 5.996 -8.065 -3.580 -0.05 -0.01 -0.10
C -3.431 4.414 2.248 -0.55 0.43 0.32
C -1.166 1.099 -0.548 0.48 -0.26 -0.01
C 2.784 6.854 1.979 -2.03 -2.23 0.97
C -1.153 4.310 -0.355 0.60 0.08 0.43
C 4.197 1.017 -1.996 0.62 -0.07 -0.54
C 1.374 7.324 1.890 0.91 0.54 -0.98
C 0.839 7.511 0.448 0.27 0.10 0.97
C -1.405 -7.146 2.099 -0.10 -0.04 -0.09
C -3.227 5.789 1.529 -0.09 0.54 0.41
C -5.670 -5.157 -1.380 0.03 0.15 0.08
C 3.828 2.147 -2.950 -0.47 -0.06 0.06
C 1.167 4.075 -0.915 0.17 -0.12 0.35
C 9.653 -6.977 -6.696 0.03 0.05 0.02
C -0.873 5.634 0.335 0.19 -0.09 -0.23
C 2.010 -1.889 -1.773 0.68 0.83 -0.53
C -3.944 -9.388 -2.842 -0.03 -0.01 0.01
C -1.519 0.147 0.583 0.35 -0.14 -0.17
C 3.404 -0.996 -3.328 -0.54 -0.52 0.24
C 2.532 2.886 -2.601 0.45 -0.42 -0.14
C 2.500 3.441 -1.174 -0.32 0.33 -0.95
C -2.180 -0.859 3.277 -0.13 0.36 0.19
C -1.744 6.250 1.398 -0.39 -0.23 -0.14
C 2.536 -2.051 -3.085 0.26 0.47 0.18
C 0.253 6.229 -0.059 -0.28 0.65 0.19
C -4.719 3.682 1.783 0.35 -0.62 0.51
C 2.803 3.130 3.191 -0.08 0.11 0.07
C -4.394 8.765 -1.107 -0.07 -0.04 0.15
C 4.033 -8.244 0.388 0.03 0.10 -0.12
C -6.930 7.562 2.540 0.04 -0.03 -0.02
C -5.349 -3.853 2.757 -0.06 0.16 0.01
C 0.090 1.961 -0.251 -1.05 -0.25 0.25
H 1.700 2.199 -2.760 -0.17 -0.02 0.06
H 3.276 6.842 2.937 0.84 0.78 -0.27
H 1.312 -2.534 -1.277 -0.08 -0.05 0.16
H 10.425 -6.741 -5.974 -0.05 -0.01 0.06
H 2.701 2.668 -0.445 0.06 0.01 0.20
H -5.774 -5.287 -0.310 0.03 -0.09 0.01
H -4.749 -8.688 -3.024 0.03 0.07 -0.04
H 4.098 1.279 -0.948 -0.09 0.09 0.11
H -0.649 -0.044 1.216 0.13 0.11 0.05
H 1.729 7.759 -0.116 -0.27 0.23 -0.58
H 4.660 2.841 -3.056 0.10 0.10 0.18
H 0.329 1.837 0.807 -0.12 0.15 -0.01
H 2.419 3.700 -3.312 -0.19 0.15 -0.01
H -2.238 -6.483 1.903 0.03 0.05 -0.01
H 0.132 8.330 0.453 -0.02 0.10 -0.31
H -1.746 -0.036 3.841 0.24 0.05 -0.03
H -4.486 7.704 -0.918 0.00 -0.01 -0.09
H 2.876 2.782 4.214 0.07 -0.07 -0.03
H 1.063 8.050 2.630 -0.28 -0.04 0.16
H 0.913 1.495 -0.781 0.20 0.19 -0.09
H 2.298 -2.858 -3.754 0.09 -0.02 -0.17
H 4.502 -8.306 -0.593 -0.37 0.00 0.38
H -2.800 -1.441 3.945 0.04 -0.22 0.08
H -1.750 -8.052 2.583 0.10 -0.03 0.03
H -4.403 9.318 -0.175 0.01 0.06 -0.03
H -4.321 -10.289 -2.373 0.07 -0.03 -0.01
H -5.721 -2.986 2.224 0.04 0.00 -0.05
H 3.259 4.220 -1.126 0.21 -0.04 0.28
H -1.790 -0.817 0.151 -0.31 -0.07 0.04
H -0.902 0.432 -1.367 -0.01 0.12 -0.28
H -1.391 -1.480 2.867 0.11 -0.05 -0.08
H 2.023 3.876 3.090 0.05 0.02 -0.10
H -5.999 8.098 2.679 -0.05 0.05 0.02
H 10.077 -7.074 -7.688 -0.07 -0.04 -0.03
H 3.677 1.694 -3.929 0.16 0.03 -0.17
H 2.055 -7.748 4.002 0.02 0.03 0.05
H 3.993 -0.794 -4.203 0.12 0.15 -0.03
H -2.033 1.657 -0.877 -0.14 0.17 0.15
H -5.370 -3.677 3.825 0.02 -0.07 0.02
H -6.737 6.540 2.239 -0.09 0.06 0.02
H 6.520 -8.767 -4.217 0.08 0.02 0.04
H 3.156 6.270 1.151 0.94 0.85 -0.33
H 2.428 -0.308 -0.304 0.26 0.31 0.02
H 4.772 -8.017 1.149 -0.06 -0.03 0.06
H 2.872 -9.130 3.234 0.01 -0.05 0.05
H 4.925 -8.162 -3.707 -0.01 0.04 0.07
H -6.200 -4.271 -1.709 0.00 -0.02 -0.08
H 5.252 0.788 -2.147 0.07 -0.14 0.03
```
Positions in Å, forces in eV/Å.

Results
**SMILES**: CC(=O)OCCCC1=C(CCCCn2cccc2)C(=O)C(C[C@@H]2CO2)=C(C(F)(F)C(F)(F)C(F)(F)C(F)(F)F)C1=O.ClCCl.ClCCl.ClCCl.ClCCl.ClCCl.ClCCl.ClCCl.ClCCl.ClCCl.ClCCl.ClCCl
**HOMO**: -8.44 eV
**Charge**: 0
**Kohn-Sham gap**: 7.2439 eV

Density functional theory data (ωB97M-V/def2-TZVPD) for an isolated ion of composition C2H5O2S2 and charge -1 in a non-equilibrium geometry.

Geometry as XYZ:
```
11
Properties=species:S:1:pos:R:3:forces:R:3
S -0.956 1.996 2.138 1.55 -1.30 -1.52
S 0.452 0.867 0.870 -1.71 -0.42 4.61
O 1.218 1.739 0.041 0.92 0.68 -1.39
O 1.223 -0.115 1.713 -1.12 1.35 -1.70
C 0.154 -0.969 -1.013 -4.14 -0.02 -2.93
C -0.706 -0.169 -0.105 1.68 1.82 -0.96
H 0.676 -0.195 -1.442 1.73 1.36 -1.89
H -0.363 -1.590 -1.850 0.69 0.99 1.61
H -1.370 0.508 -0.599 -0.46 0.40 -0.23
H -1.122 -0.573 0.722 -1.95 -2.03 2.20
H 0.792 -1.498 -0.473 2.82 -2.83 2.21
```
Positions in Å, forces in eV/Å.

Results
**SMILES**: CCS(=O)(=O)[S-]
**HOMO**: -3.67 eV
**Charge**: -1
**Relative energy (zero: lowest compared OMol25 entry of this formula, charge and spin)**: 1.594 eV
**Kohn-Sham gap**: 7.4983 eV

Density functional theory data (ωB97M-V/def2-TZVPD) for the molecule C5H14N2 in a non-equilibrium geometry.

Geometry as XYZ:
```
21
Properties=species:S:1:pos:R:3:forces:R:3
N -1.201 -1.273 0.422 -0.48 -2.36 -0.27
N 0.375 2.168 0.366 -1.67 1.13 -0.56
C -1.085 0.134 0.647 0.45 0.80 -0.40
C 2.533 0.323 -0.725 2.93 1.27 -1.40
C -2.147 -1.902 -0.551 1.90 0.50 -0.16
C 1.154 -0.099 -0.463 -0.11 -1.04 3.00
C 0.377 0.734 0.647 1.30 -1.85 -1.12
H 1.077 -1.190 -0.211 0.14 1.05 -0.13
H -1.973 -1.511 -1.568 -0.17 0.08 0.41
H -1.063 -1.938 1.186 0.03 1.00 -0.13
H 2.558 1.401 -1.012 0.03 -0.51 0.23
H -1.554 0.579 -0.276 -0.10 0.12 1.29
H -0.571 2.466 0.044 0.88 -0.36 0.59
H 0.697 0.016 -1.390 -1.58 0.23 -1.58
H 0.853 0.549 1.674 -0.49 0.19 -1.35
H 0.981 2.588 -0.357 0.03 -1.15 0.71
H 2.990 -0.165 -1.618 -0.68 0.08 0.33
H -1.927 -2.972 -0.627 0.27 0.14 0.17
H -1.451 0.431 1.642 -0.88 0.26 -0.60
H -3.183 -1.863 -0.315 -1.06 0.52 0.37
H 3.361 0.206 -0.014 -0.72 -0.10 0.62
```
Positions in Å, forces in eV/Å.

Results
**SMILES**: CC[C@@H](N)CNC
**HOMO**: -8.29 eV
**Charge**: 0
**Relative energy (zero: lowest compared OMol25 entry of this formula, charge and spin)**: 1.760 eV
**Kohn-Sham gap**: 9.3976 eV

Density functional theory data (ωB97M-V/def2-TZVPD) for C26H47Cl2F3N2O7S as an isolated structure in a non-equilibrium geometry.

Geometry as XYZ:
```
88
Properties=species:S:1:pos:R:3:forces:R:3
Cl 0.650 -1.688 3.556 0.12 -0.26 -0.30
Cl 3.862 -1.597 0.762 -0.21 -0.29 0.33
S -1.044 -0.726 -3.367 -0.34 0.19 -1.01
F 4.329 3.049 1.715 -0.35 -0.50 0.20
F 3.416 2.354 3.546 0.01 -0.67 -0.31
F 4.483 0.958 2.224 -0.48 0.17 0.44
O 0.265 -3.542 -0.226 -0.13 0.26 0.70
O -1.540 -5.472 3.791 0.03 0.18 -0.32
O 3.760 2.092 -3.219 0.04 0.15 -0.19
O 2.526 1.861 1.534 0.29 -0.64 0.65
O -4.043 4.874 -1.022 0.04 -0.09 0.12
O 0.270 4.810 -5.807 -0.10 0.09 0.18
O -2.064 -2.353 1.811 0.56 -0.01 -0.71
N -0.684 -2.000 -2.460 0.33 0.91 0.75
N -0.525 0.552 -2.521 -0.04 -1.93 0.53
C -3.324 -4.182 0.885 0.49 0.53 0.28
C 1.038 0.021 0.800 -0.10 -0.52 -0.68
C 0.547 2.227 -0.430 -0.70 -0.08 0.51
C 2.669 4.467 -5.744 0.10 0.01 0.03
C -0.441 -6.367 3.616 -0.14 -0.05 0.45
C -4.946 5.295 -0.003 -0.09 0.20 -0.35
C -0.490 2.784 0.609 -0.30 -0.34 -0.70
C -0.745 -7.708 4.255 0.01 -0.07 -0.05
C 1.328 4.154 -5.108 0.06 -0.06 -0.42
C -1.956 2.418 0.216 -0.19 -0.13 -0.07
C -0.112 -1.471 -1.355 -0.14 0.78 -0.30
C 1.415 -2.291 2.010 0.24 0.32 -0.49
C 2.983 -2.445 2.100 0.25 -0.41 0.93
C 0.369 -2.167 -0.193 -0.22 0.22 -0.65
C -0.042 -0.028 -1.403 0.78 -0.30 1.23
C -2.812 1.990 1.440 0.72 0.31 -0.47
C 1.698 0.775 1.972 -0.92 -1.53 -0.15
C 3.595 -2.110 3.479 -0.03 -0.10 0.05
C -0.836 -4.091 0.529 -0.57 -0.13 -0.53
C -2.093 -3.204 0.657 -1.34 -1.59 0.86
C 3.910 0.991 -4.112 -0.14 -0.13 0.43
C 2.689 0.093 -4.063 -0.07 -0.04 -0.08
C 0.540 0.689 -0.288 0.27 1.27 -0.75
C 0.924 -1.452 0.825 0.22 0.15 0.86
C 3.651 2.010 2.261 0.57 1.55 -0.68
C -6.374 5.303 -0.518 -0.05 -0.06 0.03
H -4.846 4.601 0.831 0.14 -0.04 -0.08
H -4.208 -3.753 0.393 0.21 -0.44 0.09
H 2.792 -0.749 -4.750 -0.02 -0.02 0.04
H -0.408 3.879 0.673 0.16 -0.38 0.30
H 2.689 4.137 -6.787 0.01 -0.08 0.03
H 1.022 -3.306 1.898 0.15 0.49 0.10
H -2.453 3.264 -0.309 0.40 -0.53 0.33
H -2.826 2.837 2.148 -0.33 -0.40 -0.10
H -1.643 -8.144 3.816 0.05 0.01 -0.06
H 3.480 3.973 -5.205 -0.02 0.00 0.00
H -1.951 1.575 -0.499 0.03 0.35 0.24
H 0.284 4.495 -6.716 -0.01 0.03 0.03
H -2.342 -2.625 -0.240 0.62 0.12 0.33
H 3.650 1.734 -2.332 -0.01 0.05 -0.01
H -0.273 -6.483 2.546 -0.11 0.11 0.00
H -2.332 1.129 1.940 -0.32 0.28 -0.17
H 2.536 -0.296 -3.052 0.06 -0.08 -0.02
H 0.085 -8.403 4.122 -0.02 -0.01 0.05
H 1.139 3.076 -5.113 0.11 -0.03 0.17
H -1.865 -2.961 2.539 -0.06 0.31 0.09
H 2.273 0.027 2.532 0.10 0.58 -0.17
H 4.666 -2.363 3.516 -0.34 0.19 -0.28
H 0.216 2.531 -1.436 0.14 -0.34 0.34
H 3.463 -1.059 3.769 0.11 -0.33 -0.14
H 2.851 5.542 -5.745 -0.02 -0.02 0.07
H -0.536 -4.419 1.545 0.02 0.35 -0.33
H -4.123 5.492 -1.756 0.04 -0.05 0.00
H 3.212 -3.512 1.946 -0.22 0.46 -0.25
H -0.936 -7.592 5.325 0.11 0.00 0.01
H 4.046 1.395 -5.115 0.03 0.13 0.08
H 1.305 4.502 -4.076 -0.13 0.02 -0.04
H 1.792 0.656 -4.328 0.04 0.02 -0.04
H -7.070 5.617 0.262 -0.01 0.02 -0.04
H 4.812 0.434 -3.839 0.01 -0.07 -0.17
H -4.654 6.293 0.339 -0.08 -0.02 0.16
H -3.113 -5.218 0.584 -0.32 0.38 -0.21
H -1.679 -5.364 4.738 -0.02 0.03 -0.04
H -0.295 2.291 1.575 0.03 0.65 -0.17
H -3.523 -4.199 1.969 0.01 -0.08 -0.42
H -3.823 1.707 1.108 0.28 0.19 0.36
H 1.547 2.652 -0.282 -0.38 -0.20 0.07
H -1.126 -5.013 -0.002 0.31 0.45 0.02
H 0.886 1.102 2.643 0.56 0.30 -0.16
H 3.106 -2.729 4.252 0.09 0.26 -0.38
H -6.473 5.982 -1.369 -0.01 0.07 0.07
H 0.454 -5.917 4.060 0.10 -0.10 -0.09
H -6.659 4.309 -0.866 0.02 -0.01 0.08
```
Positions in Å, forces in eV/Å.

Results
**HOMO**: -8.69 eV
**Charge**: 0
**Kohn-Sham gap**: 8.2033 eV

Density functional theory data (ωB97M-V/def2-TZVPD) for Cl4In as an isolated structure in a non-equilibrium geometry.

Geometry as XYZ:
```
5
Properties=species:S:1:pos:R:3:forces:R:3
In 16.738 -9.994 -5.169 1.91 -1.79 -0.69
Cl 17.008 -7.776 -5.307 -0.23 2.30 -0.54
Cl 16.959 -11.203 -7.277 -0.71 0.27 0.58
Cl 15.663 -10.151 -3.135 -0.73 -0.50 0.46
Cl 19.128 -10.359 -4.670 -0.24 -0.28 0.19
```
Positions in Å, forces in eV/Å.

Results
**HOMO**: -6.15 eV
**Charge**: -1
**Relative energy (zero: lowest compared OMol25 entry of this formula, charge and spin)**: 0.599 eV
**Kohn-Sham gap**: 9.0466 eV

Q: Among the records above, which one has the highest HOMO?
A: C2H5O2S2

Q: What is the formula in the third record?
A: C5H14N2

Q: Number 4 is which compound?
A: C26H47Cl2F3N2O7S

Q: The lowest Kohn-Sham gap belongs to which entry?
A: C37H48Cl22F9NO5